No. 1
C2H3NO | ωB97M-V/def2-TZVPD

Calculated values
**Relative energy (zero: lowest compared OMol25 entry of this formula, charge and spin)**: 51.5 kcal per mole
**Gap between HOMO and LUMO**: 11.2 eV
**E**: -5657.6731 eV

Last column: Mulliken charge in e.
Atoms and positions in Å:
C1 -2.336950 -0.682225 0.116945  -0.164
C2 1.849805 -0.303510 0.107272  -0.117
N1 -2.438841 0.444101 -0.120021  -0.087
O1 1.028092 0.549621 0.201842  -0.361
H1 2.842942 0.044281 0.437922  0.236
H2 1.720076 -1.337801 -0.223146  0.237
H3 -2.665121 1.285532 -0.520817  0.256

Cartesian forces (eV/Å) of the 2 atoms listed first:
C 0.20 -0.86 0.33
C 1.55 0.86 0.79


No. 2
C2H3NO | ωB97M-V/def2-TZVPD

Calculated values
**Relative energy (zero: lowest compared OMol25 entry of this formula, charge and spin)**: 58.1 kcal per mole
**Gap between HOMO and LUMO**: 9.2 eV
**SMILES**: NC#CO
**E**: -5657.3869 eV

Last column: Mulliken charge in e.
Atoms and positions in Å:
N1 -1.549059 -0.195590 0.177100  -0.536
O1 2.224695 0.395335 -0.291289  -0.496
C1 0.968641 0.039107 -0.084427  0.009
C2 -0.234003 0.046160 0.002500  0.146
H1 2.652377 -0.466168 -0.035175  0.373
H2 -2.087946 -0.175622 -0.679681  0.252
H3 -1.974705 0.356777 0.910971  0.253

Cartesian forces (eV/Å) of the 2 atoms listed first:
N -0.53 0.15 -0.01
O 0.62 -2.13 0.66


No. 3
C2H3NO2 | ωB97M-V/def2-TZVPD

Calculated values
**Relative energy (zero: lowest compared OMol25 entry of this formula, charge and spin)**: 99.3 kcal per mole
**Gap between HOMO and LUMO**: 10.3 eV
**SMILES**: C=NOC=O
**E**: -7703.5348 eV

Last column: Mulliken charge in e.
Atoms and positions in Å:
C1 1.691966 -0.264538 -0.145037  -0.220
C2 -1.711032 0.248757 0.062092  0.315
H1 2.351149 -1.268737 -0.013870  0.262
H2 2.080822 0.812507 -0.415787  0.269
H3 -2.239133 1.350902 0.480621  0.225
N1 0.400903 -0.542609 0.328534  -0.251
O1 -0.432272 0.560465 -0.124705  -0.118
O2 -2.142405 -0.896746 -0.171847  -0.481

Cartesian forces (eV/Å) of the 2 atoms listed first:
C -3.41 -2.13 2.85
C -2.68 -1.36 -0.08


No. 4
C2H3NO2 | ωB97M-V/def2-TZVPD

Calculated values
**Relative energy (zero: lowest compared OMol25 entry of this formula, charge and spin)**: 103.3 kcal per mole
**Gap between HOMO and LUMO**: 8.7 eV
**SMILES**: C=C=O.N=O
**E**: -7703.3634 eV

Last column: Mulliken charge in e.
Atoms and positions in Å:
C1 1.930087 -0.406408 -0.548040  0.850
C2 1.594185 0.341203 0.413891  -0.959
N1 -2.475623 -0.077142 0.085225  0.014
O1 2.388551 -1.022245 -1.408767  -0.349
O2 -2.932387 -0.718416 -0.852977  -0.220
H1 -3.304420 0.572089 0.596488  0.210
H2 1.697302 0.024570 1.423783  0.224
H3 1.102305 1.286346 0.290395  0.232

Cartesian forces (eV/Å) of the 2 atoms listed first:
C 1.40 -0.96 -1.76
C -1.29 1.90 2.27


Copy entry 4 word for word.
C2H3NO2 | ωB97M-V/def2-TZVPD

Calculated values
**Relative energy (zero: lowest compared OMol25 entry of this formula, charge and spin)**: 103.3 kcal per mole
**Gap between HOMO and LUMO**: 8.7 eV
**SMILES**: C=C=O.N=O
**E**: -7703.3634 eV

Last column: Mulliken charge in e.
Atoms and positions in Å:
C1 1.930087 -0.406408 -0.548040  0.850
C2 1.594185 0.341203 0.413891  -0.959
N1 -2.475623 -0.077142 0.085225  0.014
O1 2.388551 -1.022245 -1.408767  -0.349
O2 -2.932387 -0.718416 -0.852977  -0.220
H1 -3.304420 0.572089 0.596488  0.210
H2 1.697302 0.024570 1.423783  0.224
H3 1.102305 1.286346 0.290395  0.232

Cartesian forces (eV/Å) of the 2 atoms listed first:
C 1.40 -0.96 -1.76
C -1.29 1.90 2.27


> The lowest E belongs to which entry?

number 3


What did the first record say?
C2H3NO | ωB97M-V/def2-TZVPD

Calculated values
**Relative energy (zero: lowest compared OMol25 entry of this formula, charge and spin)**: 51.5 kcal per mole
**Gap between HOMO and LUMO**: 11.2 eV
**E**: -5657.6731 eV

Last column: Mulliken charge in e.
Atoms and positions in Å:
C1 -2.336950 -0.682225 0.116945  -0.164
C2 1.849805 -0.303510 0.107272  -0.117
N1 -2.438841 0.444101 -0.120021  -0.087
O1 1.028092 0.549621 0.201842  -0.361
H1 2.842942 0.044281 0.437922  0.236
H2 1.720076 -1.337801 -0.223146  0.237
H3 -2.665121 1.285532 -0.520817  0.256

Cartesian forces (eV/Å) of the 2 atoms listed first:
C 0.20 -0.86 0.33
C 1.55 0.86 0.79